{
  "formula": "C29H29BiN6S3",
  "method": "wB97M-V/def2-TZVPD",
  "spin_multiplicity": 1,
  "lumo_energy_ev": -0.835,
  "symbols": ["Bi", "S", "S", "S", "N", "N", "N", "N", "N", "N", "C", "C", "C", "C", "C", "C", "C", "C", "C", "C", "C", "C", "C", "C", "C", "C", "C", "C", "C", "C", "C", "C", "C", "C", "C", "C", "C", "C", "C", "H", "H", "H", "H", "H", "H", "H", "H", "H", "H", "H", "H", "H", "H", "H", "H", "H", "H", "H", "H", "H", "H", "H", "H", "H", "H", "H", "H", "H"],
  "positions_angstrom": [[-0.207268, 0.143862, 0.136421], [-3.133894, -0.468988, -0.118050], [-0.981679, 2.707715, 0.396996], [2.134915, 0.937265, -1.151507], [-1.959447, 0.165014, -2.488808], [-0.967290, -0.562317, -1.972839], [-4.086234, 0.775343, -2.305378], [2.129239, 2.364414, 1.575148], [0.584577, -2.316905, -0.592755], [-0.633739, 0.968332, 3.051431], [3.040772, 1.333660, 1.445791], [1.360327, -3.307083, -2.645495], [4.994877, -0.720472, 1.297332], [-1.383749, -1.086264, -4.827426], [-3.826597, 2.578907, 3.951310], [-2.616600, 1.947813, 4.115492], [-3.044417, 0.173729, -1.706860], [-0.521187, -1.668903, -2.590256], [2.342642, 3.548673, 0.762881], [-3.247921, 3.242340, 1.730134], [4.203630, -0.353858, 0.181779], [3.187302, 0.614529, 0.195280], [-1.445777, -3.385845, -4.128256], [-2.134924, -3.721869, -5.299129], [0.684742, 1.422068, 3.493354], [2.468598, -3.849545, -2.029599], [1.599012, -2.964475, 0.008507], [3.903509, 1.019815, 2.568391], [-2.007734, -1.423112, -6.001004], [0.495813, -2.436061, -1.918359], [-4.178265, 3.206085, 2.767606], [-0.966559, -0.397305, 3.524853], [-2.415377, -2.747200, -6.262025], [-1.752013, 1.839127, 2.992562], [4.838507, -0.000128, 2.502636], [2.576515, -3.708771, -0.629650], [-2.020494, 2.562622, 1.786901], [-1.130276, -2.063029, -3.843870], [1.328605, 2.600944, 2.769473], [1.941563, 3.176607, 3.520120], [3.071880, 4.236778, 1.195846], [0.543152, 3.302048, 2.477060], [-3.413485, 3.846885, 0.861467], [-1.967786, -0.621241, 3.143109], [1.190374, -3.381504, -3.703006], [-2.202321, -0.646416, -6.716370], [-4.005484, 1.140263, -3.249676], [0.614425, 1.739836, 4.561972], [1.391442, 4.086141, 0.637703], [-2.334136, 1.466481, 5.049003], [-2.423109, -4.737034, -5.510940], [4.361195, -0.875612, -0.781797], [-4.592014, 2.481321, 4.742763], [3.402241, -4.150450, -0.064564], [-2.974817, -3.007224, -7.166804], [3.199127, -4.432649, -2.596755], [-5.125620, 3.707123, 2.599064], [-0.951606, -0.543703, 4.616634], [5.671663, -1.568179, 1.234181], [-1.136541, -4.189002, -3.430077], [5.403864, -0.230879, 3.386465], [-1.156003, -0.047711, -4.592871], [2.718267, 3.284710, -0.225952], [1.397532, 0.572478, 3.486103], [-5.006347, 0.738857, -1.850670], [3.800786, 1.639475, 3.452103], [-0.277865, -1.115323, 3.077601], [1.647457, -2.842183, 1.105243]],
  "forces_ev_per_a": [[0.2, 1.1, 0.5], [0.2, 0.0, 0.1], [0.5, -0.9, -0.8], [-1.0, -0.5, -0.4], [-1.3, -0.1, 0.1], [1.9, -2.4, -0.2], [-1.8, 0.3, 0.6], [-1.4, 0.0, -0.5], [1.0, -0.5, -0.3], [0.6, -1.4, -0.6], [1.7, -1.0, 0.7], [-0.3, 1.4, 0.3], [-1.0, 1.0, 0.0], [0.0, 0.0, 0.7], [-1.6, -0.2, 1.0], [0.9, -0.3, -1.5], [1.3, 0.5, -1.1], [-1.7, 3.2, 1.3], [-0.3, 0.2, -0.2], [0.3, 0.0, 0.6], [0.5, -0.8, -0.3], [0.5, 0.5, 2.5], [0.0, -0.8, 0.2], [0.2, 0.6, -0.5], [0.4, 0.1, 0.9], [-0.2, -0.5, 0.8], [-0.1, 0.3, 1.0], [-1.0, 0.2, -1.7], [-0.3, -0.7, -0.5], [1.4, -1.7, 0.1], [0.9, 0.2, -0.7], [-0.2, 0.7, -0.3], [0.1, 0.3, 0.8], [-0.1, 1.0, 0.1], [-0.5, -0.3, -0.9], [0.0, 0.1, -0.8], [-1.0, -0.5, 1.5], [0.0, -0.1, -1.4], [0.8, 1.0, 0.5], [-0.4, -0.5, -0.3], [0.1, 0.1, 0.4], [0.0, -0.1, 0.0], [-0.4, 0.0, -0.4], [0.1, -0.1, 0.2], [0.1, -0.1, -0.3], [-0.1, 0.2, -0.3], [0.1, -0.3, 0.5], [0.1, -0.2, -0.4], [0.3, -0.2, 0.0], [-0.2, 0.0, -0.2], [0.0, -0.3, 0.2], [-0.1, 0.2, 0.7], [0.6, 0.3, -0.3], [-0.4, 0.2, -0.2], [0.3, 0.1, 0.3], [-0.3, 0.2, 0.2], [0.0, -0.1, 0.3], [0.0, 0.2, -0.1], [0.0, 0.3, -0.1], [-0.5, 0.6, -0.4], [0.3, -0.2, 0.1], [0.1, -0.4, -0.3], [-0.2, -0.1, 0.1], [-0.5, 0.2, -0.1], [1.0, 0.2, -0.4], [0.0, -0.1, 0.0], [0.2, 0.0, 0.0], [0.0, -0.1, -0.6]]
}


{
  "formula": "C29H29ClNO",
  "method": "wB97M-V/def2-TZVPD",
  "total_charge": 1,
  "spin_multiplicity": 1,
  "lumo_energy_ev": -5.108,
  "symbols": ["Cl", "O", "N", "C", "C", "C", "C", "C", "C", "C", "C", "C", "C", "C", "C", "C", "C", "C", "C", "C", "C", "C", "C", "C", "C", "C", "C", "C", "C", "C", "C", "C", "H", "H", "H", "H", "H", "H", "H", "H", "H", "H", "H", "H", "H", "H", "H", "H", "H", "H", "H", "H", "H", "H", "H", "H", "H", "H", "H", "H", "H"],
  "positions_angstrom": [[-0.918475, -6.165064, 3.392582], [-3.801362, 3.534424, -0.953318], [-1.596592, 1.824210, -0.874373], [1.968466, -2.026818, -0.979556], [-1.192414, -3.508960, 0.429715], [2.358779, 2.065241, -2.723432], [-4.093250, 2.161549, -0.689207], [2.176786, 0.047044, 3.120273], [2.135490, -1.642695, -2.299986], [-0.464515, 1.233034, -0.362767], [0.611445, -4.138157, 2.489774], [3.340354, 2.507004, -1.832405], [0.964291, -3.203869, 1.526412], [-1.509284, -4.513145, 1.338894], [-0.226339, -1.775552, -1.862702], [-1.453747, 3.169675, -1.448716], [0.131948, 0.131976, 1.804503], [-2.790942, 3.679610, -1.955720], [0.045479, 0.386954, 4.220138], [-2.864437, 1.336404, -0.322916], [1.526854, -0.043802, 1.893459], [0.822716, -1.541622, -3.010538], [1.797857, 2.273133, 0.021062], [1.440002, 0.279517, 4.286494], [3.051565, 2.635521, -0.470359], [0.102401, -2.919914, 0.437631], [0.846146, 1.728401, -0.853485], [-0.579080, 0.163555, 0.530740], [-0.609336, 0.276997, 3.001352], [-0.591963, -4.848171, 2.350044], [0.589888, -2.164046, -0.673940], [1.105648, 1.705335, -2.236084], [-2.445904, -5.057759, 1.259830], [1.957145, 0.388465, 5.239605], [0.311784, 1.387090, -2.922219], [-0.736259, -0.831686, -1.622216], [-1.032236, 3.881093, -0.707018], [1.529849, 2.403055, 1.075095], [1.280859, -4.350685, 3.321960], [2.557792, 1.987309, -3.794386], [3.808345, 3.008470, 0.222278], [2.077242, -0.259133, 0.973181], [3.265430, -0.041851, 3.153687], [2.775279, -2.244642, -0.279174], [1.915244, -2.679235, 1.614420], [-2.812456, 1.325900, 0.778608], [3.088484, -1.443189, -2.787598], [-4.609083, 1.701146, -1.551407], [0.665434, -2.311396, -3.784667], [-0.531991, 0.563796, 5.125537], [-2.722471, 4.764277, -2.125456], [-1.470597, -0.471273, 0.468219], [-0.767066, 3.148571, -2.306218], [-3.026950, 0.308574, -0.673925], [0.686022, -0.560488, -3.479599], [4.331887, 2.760434, -2.206784], [-1.700946, 0.337539, 2.928945], [-3.033307, 3.137217, -2.894908], [-4.758608, 2.194378, 0.182900], [-1.915204, -3.214260, -0.336088], [-1.012098, -2.479486, -2.166172]],
  "forces_ev_per_a": [[-0.1, 0.1, 0.1], [0.3, -0.6, -0.4], [0.7, -0.7, -0.4], [0.7, 0.8, -1.1], [0.3, -0.2, 0.1], [-0.1, 0.0, 0.2], [-0.1, 0.7, -0.4], [-0.1, 0.1, 0.1], [-0.7, -0.4, 1.1], [-0.9, -0.4, 0.7], [0.0, 0.1, -0.2], [0.0, -0.1, 0.0], [-0.2, -0.3, 0.1], [0.2, 0.3, -0.1], [0.1, 0.5, -1.0], [-0.1, 0.5, -0.1], [1.0, -0.7, 0.8], [-0.2, 0.0, 0.4], [0.3, -0.2, 0.1], [-0.1, 0.3, 0.2], [-0.5, 0.0, 0.2], [-0.7, 0.0, 0.6], [-0.1, -0.1, -0.3], [0.0, 0.1, -0.2], [0.0, 0.0, -0.1], [-0.2, 0.0, 0.5], [0.2, 0.9, 0.3], [-0.3, 0.4, -0.9], [0.3, 0.1, -0.7], [0.2, 0.5, -0.5], [-0.6, -0.8, -0.2], [0.1, -0.4, 0.3], [0.1, 0.2, 0.1], [-0.2, -0.1, -0.2], [0.4, 0.1, 0.3], [0.2, -0.4, -0.3], [-0.2, -0.5, -0.2], [0.3, -0.1, -0.5], [-0.2, 0.0, -0.2], [0.0, 0.1, 0.3], [-0.2, 0.0, -0.3], [-0.1, 0.3, 0.4], [-0.3, 0.0, 0.1], [-0.2, 0.1, -0.3], [-0.3, -0.3, 0.0], [0.4, -0.1, -0.3], [-0.2, -0.2, 0.2], [0.0, 0.3, 0.2], [0.4, 0.2, 0.2], [0.1, -0.1, -0.2], [0.0, -0.5, -0.2], [0.0, 0.7, 0.4], [-0.2, 0.0, 0.4], [0.0, 0.2, 0.2], [0.2, -0.3, -0.1], [-0.3, 0.0, 0.1], [0.4, 0.1, 0.1], [-0.3, 0.3, 0.4], [0.0, -0.2, -0.4], [0.3, -0.3, 0.3], [0.4, 0.0, 0.3]]
}


{
  "formula": "C29H29CoF3GeN4O5",
  "method": "wB97M-V/def2-TZVPD",
  "total_charge": -1,
  "spin_multiplicity": 5,
  "lumo_energy_ev": [2.312, 0.106],
  "symbols": ["Ge", "Co", "F", "F", "F", "O", "O", "O", "O", "O", "N", "N", "N", "N", "C", "C", "C", "C", "C", "C", "C", "C", "C", "C", "C", "C", "C", "C", "C", "C", "C", "C", "C", "C", "C", "C", "C", "C", "C", "C", "C", "C", "C", "H", "H", "H", "H", "H", "H", "H", "H", "H", "H", "H", "H", "H", "H", "H", "H", "H", "H", "H", "H", "H", "H", "H", "H", "H", "H", "H", "H", "H"],
  "positions_angstrom": [[1.070218, 2.275439, -0.781719], [-1.642571, -3.406627, 2.448916], [-3.798610, -3.253209, 4.168717], [-2.040300, -4.204494, 5.084711], [-2.093430, -1.919254, 4.722061], [-2.378018, -7.063874, 0.820635], [0.457802, 0.978373, 0.820030], [-1.531284, -5.455627, 2.196923], [0.475860, 0.902587, 3.119948], [-4.672623, -2.853034, -0.217356], [0.417339, -3.360661, 2.922611], [-2.060739, -1.461232, 1.853886], [-3.329199, -3.759695, 1.493698], [2.475682, -4.206300, 2.969780], [1.872628, 5.389027, -4.282991], [2.429205, 5.693941, -3.030981], [2.618230, -2.858968, 2.655666], [2.332005, 4.773281, -1.976838], [0.560647, 1.537282, 2.026864], [2.769506, -1.535241, -1.690518], [1.338557, -2.298800, 2.606482], [3.601797, 1.120287, -1.776645], [1.944717, -0.526183, -1.203245], [-3.901376, -2.699506, 0.711440], [-1.633644, 3.272019, -1.222429], [1.791985, 3.485476, -2.208447], [-3.393875, 2.132741, -2.463067], [-2.449697, -5.954987, 1.380988], [1.142482, -4.475352, 3.130280], [1.444586, 3.447317, 0.833082], [1.508323, 3.126002, -3.494644], [-2.427030, -3.223039, 4.172098], [4.476978, 0.127264, -2.190603], [2.355609, 0.789461, -1.269101], [-3.282501, -1.385266, 1.099009], [-3.681636, -5.089200, 1.145157], [4.036617, -1.226307, -2.161558], [1.461818, 4.088375, -4.544087], [-2.498359, 1.095767, -2.725461], [-1.176563, 1.157320, -2.288414], [-2.953045, 3.235253, -1.737707], [0.545392, 3.048588, 1.992608], [-0.761018, 2.242345, -1.478929], [2.941729, 6.633166, -2.854743], [3.883510, 2.166732, -1.742828], [1.807420, 6.072449, -5.077582], [2.633384, 5.070705, -0.972624], [-2.933749, -0.804584, 0.244000], [4.684528, -1.999059, -2.517395], [-3.595163, 4.057737, -1.504500], [2.409286, -2.558826, -1.610703], [0.819617, -5.431160, 3.568728], [3.576371, -2.420636, 2.431456], [0.856796, 3.479287, 2.947788], [1.004695, -1.274160, 2.496013], [1.037140, -0.758755, -0.612669], [5.484577, 0.364321, -2.596973], [-1.293172, 4.142243, -0.672809], [-0.547621, 0.343354, -2.533268], [-2.179925, -1.074231, 2.815181], [1.400502, 4.544947, 0.623294], [2.494082, 3.246075, 1.092409], [3.227221, -4.820782, 3.311112], [-4.125478, -0.834941, 1.591312], [-1.317359, -0.868940, 1.461957], [-0.501429, 3.342087, 1.874130], [-4.506713, -5.418384, 1.806136], [-2.736973, 0.181282, -3.319512], [-4.412558, 2.027522, -2.785430], [1.374206, 2.061378, -3.687388], [-3.988966, -4.994710, 0.107794], [1.081594, 3.824563, -5.513707]],
  "forces_ev_per_a": [[1.3, 0.3, 0.7], [0.4, -1.8, -1.7], [0.5, 0.2, 0.7], [-0.4, 1.5, -0.4], [-0.5, -1.8, 0.0], [-0.1, 1.8, 1.0], [0.2, 0.4, 2.5], [-1.1, 0.2, -1.3], [0.4, 0.9, -2.3], [0.1, 0.3, 0.8], [1.6, 0.0, -0.6], [1.0, 0.7, 2.2], [0.1, 2.4, -0.4], [-0.5, 0.1, 0.5], [0.4, -1.2, 1.0], [-0.1, -0.3, 0.3], [-1.6, 0.6, -0.2], [-0.5, -0.1, -0.9], [-1.7, -2.2, 0.4], [-0.1, -0.2, 0.4], [0.7, -2.9, 0.8], [0.4, -0.1, 0.2], [-0.2, -0.4, 0.7], [1.6, -1.9, 0.0], [-1.1, 0.1, -0.7], [0.5, 1.4, 1.0], [0.5, -0.1, 0.3], [1.3, -1.9, -0.1], [0.4, 1.3, 0.5], [-0.1, 0.9, -0.6], [0.0, 0.5, -1.9], [-0.9, 0.4, 2.5], [0.1, -1.0, -0.4], [-1.3, 0.8, 0.4], [-1.0, 1.6, -0.7], [-0.1, 0.6, 0.2], [0.0, 1.4, -0.1], [0.2, -0.7, 1.5], [0.7, -0.8, -0.6], [-1.4, 1.4, 0.9], [1.0, -0.5, 0.3], [0.7, -0.1, 0.1], [0.7, -1.3, -0.4], [-0.2, 0.2, -0.1], [0.2, -0.1, -0.4], [0.1, 1.1, -0.7], [0.0, -0.1, -0.3], [-1.1, -0.2, -0.6], [0.3, -0.4, -0.2], [-0.5, 0.3, 0.0], [0.3, 0.0, -0.2], [-0.2, 0.7, -0.8], [0.0, 0.0, 0.1], [0.1, -0.2, 0.0], [0.1, 0.0, -0.2], [0.5, 0.1, -0.8], [-0.8, -0.2, 0.5], [-0.1, 0.0, 0.1], [0.8, -0.6, -0.1], [0.1, -0.4, -0.8], [-0.1, -0.9, 0.0], [-0.1, 0.0, 0.0], [-0.7, 0.6, -0.6], [0.9, -0.1, -0.2], [-0.3, -0.2, -0.1], [0.0, 0.0, -0.3], [0.2, -0.2, -0.4], [-0.3, 1.0, 0.5], [-0.3, 0.2, -0.1], [-0.5, 0.2, -0.3], [-0.3, -1.1, -0.2], [0.0, -0.1, -0.3]]
}